{
  "formula": "C27H16Br2CrN4O",
  "method": "ωB97M-V/def2-TZVPD",
  "symbols": ["Cr", "C", "C", "N", "C", "C", "C", "C", "C", "C", "C", "N", "C", "C", "C", "C", "C", "C", "C", "C", "N", "C", "H", "H", "H", "H", "H", "H", "H", "H", "H", "H", "H", "H", "Br", "C", "C", "C", "Br", "C", "C", "C", "C", "N", "C", "C", "O", "H", "H", "H", "H"],
  "coordinates": [[0.3826, 0.9868, 0.0843], [-1.8816, 4.7036, 0.0857], [-0.8576, 3.7602, -0.1112], [-0.9011, 2.5602, 0.4181], [-1.9714, 2.1817, 1.1864], [-3.0488, 3.0531, 1.4009], [-2.9664, 4.3434, 0.8282], [-4.1617, 2.6120, 2.1618], [-4.1528, 1.3443, 2.6547], [-3.0648, 0.4605, 2.4595], [-1.9390, 0.8458, 1.7547], [-0.7787, 0.1598, 1.4900], [-0.3241, -1.0149, 2.0347], [-0.9410, -1.8789, 2.9217], [-0.2986, -3.0541, 3.3771], [0.9551, -3.4020, 2.9815], [1.6508, -2.5398, 2.0958], [2.9722, -2.7899, 1.6602], [3.6081, -1.9091, 0.8374], [2.9156, -0.7566, 0.4256], [1.6849, -0.5036, 0.8016], [1.0269, -1.3710, 1.6335], [-1.7973, 5.6837, -0.3618], [0.0104, 3.9806, -0.7220], [-3.7815, 5.0399, 0.9872], [-4.9969, 3.2798, 2.3282], [-5.0045, 0.9888, 3.2218], [-3.1522, -0.5305, 2.8654], [-1.9233, -1.6730, 3.3042], [-0.8369, -3.6940, 4.0658], [1.4308, -4.3074, 3.3352], [3.4730, -3.6900, 1.9983], [4.6203, -2.0758, 0.4972], [3.3766, -0.0266, -0.2311], [3.9066, 2.7085, -3.1019], [2.7855, 1.2046, -3.2965], [3.0148, 0.3267, -4.3730], [2.2561, -0.7906, -4.5419], [2.6249, -1.9517, -5.9947], [1.2073, -1.0864, -3.6344], [0.3762, -2.2283, -3.7001], [-0.5995, -2.4195, -2.7683], [-0.7709, -1.4565, -1.7539], [-0.0245, -0.3855, -1.6683], [0.9746, -0.1865, -2.5762], [1.7873, 0.9953, -2.3621], [1.5720, 1.7645, -1.3399], [3.8150, 0.5463, -5.0664], [0.5309, -2.9466, -4.4941], [-1.2387, -3.2911, -2.7975], [-1.5448, -1.5702, -1.0015]],
  "mulliken_charge": [0.2186, -0.8043, -0.3799, 0.2384, 0.2228, 1.1651, -0.5476, -0.8979, -1.0427, -0.7779, 0.4608, -0.0808, 0.5736, -0.7463, -1.0581, -0.9351, 1.3759, -0.6090, -0.8678, -0.4058, 0.4006, 0.1891, 0.3862, 0.5326, 0.4136, 0.3802, 0.3739, 0.3575, 0.1755, 0.3764, 0.3874, 0.4132, 0.4175, 0.4794, -0.1690, -0.1495, -0.3307, -0.1504, -0.2424, 0.9726, -0.7393, -0.9921, -0.1853, -0.2455, 0.6419, 0.3534, -0.7266, 0.4175, 0.3193, 0.4042, 0.4374],
  "e_homo_ev": [-6.70, -7.22],
  "lumo_ev": [-0.15, -0.22],
  "spin_multiplicity": 5,
  "s_squared": 6.020
}

{
  "formula": "C18H21KN2O6P",
  "method": "ωB97M-V/def2-TZVPD",
  "symbols": ["C", "C", "C", "C", "C", "C", "C", "C", "O", "O", "C", "C", "C", "C", "C", "P", "N", "C", "O", "N", "C", "O", "C", "C", "O", "C", "O", "H", "H", "H", "H", "H", "H", "H", "H", "H", "H", "H", "H", "H", "H", "H", "H", "H", "H", "H", "H", "H", "K"],
  "coordinates": [[5.0477, -2.5966, -0.6295], [5.3334, -1.4298, -0.5299], [5.3385, 0.0663, -0.7934], [3.9997, 0.7362, -0.3485], [2.7772, 0.1157, -1.0770], [1.4268, 0.5266, -0.4502], [0.5915, 1.5274, -1.0205], [1.0556, 2.2682, -2.2804], [0.0326, 2.5870, -3.2040], [-0.6527, 1.4236, -3.5809], [-0.6483, 1.8208, -0.3742], [-1.6231, 2.8874, -0.9021], [-1.0188, 1.1266, 0.7754], [-0.1430, 0.1389, 1.3561], [1.0742, -0.1717, 0.7555], [2.1422, -1.4329, 1.5823], [3.2335, -0.7063, 2.4734], [-0.8299, -0.3868, 2.6342], [-0.3845, -0.8663, 3.6217], [-2.2299, -0.0815, 2.3428], [-2.6695, -1.2136, 1.5501], [-4.0996, -1.4392, 1.7181], [-4.6321, -2.0985, 0.6742], [-5.9766, -1.5463, 0.0748], [-4.1316, -3.0567, 0.1500], [-2.2802, 1.1973, 1.6575], [-3.0842, 2.0577, 1.8086], [4.8470, -3.6417, -0.8155], [6.1760, 0.4673, -0.1921], [5.5622, 0.2704, -1.8570], [4.0789, 1.7890, -0.7040], [3.8951, 0.7911, 0.7474], [2.8114, -0.9900, -0.9901], [2.8367, 0.3315, -2.1551], [1.8401, 1.7241, -2.8426], [1.5436, 3.2058, -1.9423], [-1.5818, 1.6991, -3.5499], [-2.2086, 2.3954, -1.7122], [-2.3519, 3.1467, -0.1208], [-1.1231, 3.7490, -1.3657], [2.7179, -2.2974, 0.6111], [1.3137, -2.1822, 2.4542], [3.0977, -0.9760, 3.4468], [-2.4634, -1.1141, 0.4652], [-2.1342, -2.1072, 1.9255], [-6.6646, -2.3714, -0.2969], [-6.5067, -1.0187, 0.9229], [-5.7953, -0.8555, -0.7643], [-7.5394, -3.4685, 0.7513]],
  "mulliken_charge": [-0.2342, -0.1557, -0.7413, -0.3465, -1.7176, 0.7247, 0.6180, -0.7441, -0.2266, -0.3526, 1.0017, -2.0266, 0.0410, 1.0199, 0.0310, 0.2392, -0.6521, -0.4727, -0.4614, -0.0125, -0.6341, -0.3396, 0.8845, -1.4090, -0.5014, -0.0251, -0.5142, 0.3474, 0.3476, 0.3526, 0.2771, 0.4836, 0.2289, 0.6176, 0.3265, 0.2457, 0.3210, 0.2406, 0.5085, 0.3720, 0.0341, 0.1033, 0.2434, 0.4178, 0.3420, 0.4809, 0.4397, 0.2854, 0.9916],
  "e_homo_ev": -10.15,
  "e_above_lowest_kcal_mol": 0.0,
  "lumo_ev": -4.15,
  "spin_multiplicity": 1,
  "charge": 1
}

{
  "formula": "C5H10NO2",
  "method": "ωB97M-V/def2-TZVPD",
  "symbols": ["O", "C", "O", "C", "C", "C", "C", "N", "H", "H", "H", "H", "H", "H", "H", "H", "H", "H"],
  "coordinates": [[0.4611, 1.9896, 0.3126], [-0.1930, 1.9328, -0.6962], [-0.3421, 2.9957, -1.5071], [-0.9858, 0.7450, -1.1625], [-0.3827, -0.6085, -0.7530], [-0.5196, -0.8966, 0.7709], [1.6640, -1.8974, 1.3017], [0.7884, -0.8750, 1.4314], [0.1214, 3.7541, -1.1446], [-1.2013, 0.8104, -2.2277], [-2.0215, 0.8378, -0.8000], [-0.9578, -1.3965, -1.2326], [0.6769, -0.5224, -0.9793], [-0.9288, -1.8992, 0.9162], [-1.1220, -0.1620, 1.2921], [2.6238, -1.9904, 1.7719], [1.4386, -2.6819, 0.5926], [0.8806, -0.1354, 2.1134]],
  "mulliken_charge": [-0.5446, 0.6190, -0.4569, -0.7803, -0.4365, -0.8604, -0.7474, -0.0769, 0.3429, 0.3573, 0.3323, 0.3322, 0.3284, 0.4249, 0.3657, 0.3165, 0.2885, 0.1951],
  "e_homo_ev": [-5.60, -9.87],
  "e_above_lowest_kcal_mol": 0.0,
  "lumo_ev": [0.73, 0.72],
  "spin_multiplicity": 2,
  "s_squared": 0.753
}

{
  "formula": "CH3BrClP",
  "method": "ωB97M-V/def2-TZVPD",
  "symbols": ["C", "P", "Br", "H", "H", "Cl", "H"],
  "coordinates": [[-0.0536, -0.4967, -1.1169], [-0.0304, 0.8434, -0.1526], [-1.6106, 0.4855, 1.3332], [0.5838, -0.5962, -1.9005], [-0.8531, -1.2715, -1.1136], [-2.5906, -2.8602, -0.1635], [-3.1568, -3.3208, 1.0020]],
  "mulliken_charge": [-0.0878, 0.0663, -0.1474, 0.3300, -0.1528, -0.2837, 0.2754],
  "e_homo_ev": -9.56,
  "e_above_lowest_kcal_mol": 37.5,
  "lumo_ev": 0.02,
  "spin_multiplicity": 1
}

{
  "formula": "C4H2NaO2",
  "method": "ωB97M-V/def2-TZVPD",
  "symbols": ["H", "O", "C", "C", "C", "H", "C", "O", "Na"],
  "coordinates": [[2.4596, 1.5414, 0.1009], [5.1557, -0.1756, 0.0460], [4.0586, 0.1636, 0.0947], [2.7568, 0.4978, 0.2307], [1.8645, -0.5957, 0.3554], [2.3236, -1.5877, 0.2139], [-0.1694, -0.8284, 0.0294], [-1.3215, -0.8653, 0.0265], [-3.8452, -1.2233, -0.4750]],
  "mulliken_charge": [0.3182, -0.2464, 0.5874, -0.3234, -0.4181, 0.2343, 0.1462, -0.3171, 1.0188],
  "e_homo_ev": [-9.74, -9.99],
  "e_above_lowest_kcal_mol": 64.6,
  "lumo_ev": [-5.05, -5.02],
  "spin_multiplicity": 1,
  "charge": 1
}

{
  "formula": "C54H54IrN6O3P",
  "method": "ωB97M-V/def2-TZVPD",
  "symbols": ["Ir", "C", "C", "C", "C", "C", "C", "C", "C", "C", "C", "C", "C", "C", "C", "C", "C", "C", "C", "C", "N", "C", "C", "C", "C", "C", "C", "C", "C", "C", "C", "C", "C", "N", "C", "C", "C", "C", "C", "N", "C", "C", "C", "C", "C", "C", "C", "C", "N", "H", "H", "H", "H", "H", "H", "H", "H", "H", "H", "H", "H", "H", "H", "H", "H", "H", "H", "H", "H", "H", "H", "H", "H", "H", "H", "H", "H", "C", "C", "O", "P", "O", "C", "C", "O", "C", "C", "H", "H", "H", "H", "H", "H", "H", "H", "H", "H", "H", "H", "H", "H", "H", "N", "C", "C", "N", "C", "C", "H", "H", "H", "H", "H", "H", "H", "H", "H", "H", "H"],
  "coordinates": [[-0.0221, 0.1510, -0.0606], [3.9395, 2.7132, 6.0646], [3.3328, 1.4654, 6.0836], [2.6341, 1.0159, 4.9730], [2.5300, 1.8117, 3.8339], [3.1397, 3.0642, 3.8250], [3.8442, 3.5106, 4.9331], [1.7695, 1.3247, 2.6478], [2.2409, 0.1770, 2.0071], [3.4845, -0.4765, 2.3100], [3.6142, -1.5148, 1.4503], [2.4480, -1.5227, 0.6092], [2.2060, -2.4551, -0.4071], [3.1573, -3.5961, -0.5326], [3.3444, -4.4821, 0.5260], [4.2296, -5.5432, 0.4084], [4.9462, -5.7261, -0.7657], [4.7712, -4.8467, -1.8248], [3.8796, -3.7910, -1.7085], [1.1396, -2.3979, -1.3010], [0.2430, -1.3607, -1.4188], [-0.6106, -1.6730, -2.4473], [-1.6347, -0.8614, -2.9323], [-2.3682, -1.3186, -4.1473], [-1.7100, -1.4482, -5.3682], [-2.3950, -1.8715, -6.4971], [-3.7455, -2.1789, -6.4151], [-4.4096, -2.0577, -5.2030], [-3.7248, -1.6273, -4.0765], [-2.0192, 0.3545, -2.3609], [-3.0174, 1.2384, -2.9070], [-3.1617, 2.2659, -2.0414], [-2.2468, 2.0415, -0.9521], [-1.5445, 0.8888, -1.1923], [-2.1228, 2.8656, 0.1636], [-1.1480, 2.7179, 1.1538], [-1.0080, 3.5713, 2.3018], [0.0949, 3.1654, 2.9716], [0.6431, 2.0462, 2.2537], [-0.1438, 1.7876, 1.1598], [-3.0943, 3.9885, 0.2955], [-2.6681, 5.3127, 0.2236], [-3.5812, 6.3502, 0.3379], [-4.9275, 6.0743, 0.5312], [-5.3596, 4.7580, 0.6057], [-4.4478, 3.7200, 0.4832], [-0.2587, -2.9644, -2.9695], [0.8118, -3.4065, -2.2706], [1.6454, -0.4684, 0.9532], [4.4849, 3.0629, 6.9307], [3.4003, 0.8417, 6.9650], [2.1590, 0.0423, 4.9887], [3.0620, 3.6905, 2.9438], [4.3184, 4.4829, 4.9146], [4.1765, -0.1671, 3.0748], [4.4300, -2.2149, 1.3878], [2.7906, -4.3391, 1.4459], [4.3590, -6.2295, 1.2346], [5.6383, -6.5525, -0.8547], [5.3284, -4.9845, -2.7419], [3.7365, -3.1095, -2.5398], [-0.6544, -1.2101, -5.4326], [-1.8750, -1.9617, -7.4415], [-4.2798, -2.5130, -7.2942], [-5.4610, -2.3023, -5.1321], [-4.2427, -1.5386, -3.1295], [-3.5305, 1.0865, -3.8416], [-3.8146, 3.1180, -2.1294], [-1.6815, 4.3708, 2.5600], [0.4991, 3.5664, 3.8856], [-1.6177, 5.5292, 0.0689], [-3.2413, 7.3754, 0.2741], [-5.6388, 6.8839, 0.6231], [-6.4074, 4.5380, 0.7605], [-4.7862, 2.6920, 0.5435], [-0.7852, -3.4702, -3.7612], [1.3306, -4.3436, -2.3828], [-0.4608, -0.8270, 4.1834], [-1.5519, -0.0264, 3.5169], [-2.0835, -0.7068, 2.3514], [-1.3894, -1.1794, 1.0236], [-0.6314, -2.5276, 1.2915], [-1.3269, -3.6904, 1.8424], [-0.3028, -4.5636, 2.5161], [-2.6398, -1.6233, 0.1745], [-3.8862, -0.8741, 0.1268], [-4.9408, -1.5658, 0.9523], [-0.1102, -0.2866, 5.0639], [0.3893, -0.9758, 3.5135], [-0.8306, -1.7994, 4.5097], [-1.2139, 0.9611, 3.2137], [-2.4170, 0.0948, 4.1651], [-1.8097, -4.1951, 1.0070], [-2.0949, -3.3432, 2.5346], [0.4869, -4.8260, 1.8122], [-0.7721, -5.4870, 2.8556], [0.1405, -4.0645, 3.3775], [-4.1559, -0.8421, -0.9271], [-3.7031, 0.1472, 0.4656], [-5.0621, -2.5988, 0.6268], [-5.8968, -1.0568, 0.8220], [-4.6848, -1.5523, 2.0106], [3.5813, 2.3279, -3.3103], [4.0430, 1.7573, -1.9882], [2.9061, 1.8453, -0.9850], [1.7065, 1.1698, -1.4696], [1.2521, 1.7210, -2.7443], [2.3273, 1.6541, -3.8174], [4.3253, 2.2466, -4.0049], [3.4025, 3.3289, -3.1987], [4.9219, 2.3190, -1.6771], [4.3265, 0.7224, -2.1833], [2.6598, 2.8928, -0.7834], [3.2312, 1.4027, -0.0449], [1.8958, 0.1739, -1.5923], [0.9382, 2.7575, -2.5869], [0.3746, 1.1719, -3.0889], [2.0330, 2.1575, -4.7366], [2.6060, 0.6248, -4.0452]],
  "mulliken_charge": [1.3174, -0.5120, -1.1679, 0.2285, -0.0541, -0.1031, -0.9815, 1.7505, -0.8288, -1.6035, -1.8237, -0.1088, 2.0364, -0.1243, 0.0589, -1.0895, -0.5461, -0.9339, -0.3142, -0.1297, 0.8480, -0.3374, 2.1570, -0.3460, -0.1478, -0.9214, -0.5483, -0.9546, 0.3355, -0.8755, -1.4110, -1.6695, -0.6153, 1.3123, 1.5921, 0.3851, -1.8421, -1.6097, -0.5853, 0.6449, -0.0852, -0.0711, -0.9099, -0.5133, -0.9441, 0.1924, -1.5966, -1.6342, 1.2609, 0.4165, 0.4357, 0.5053, 0.4430, 0.4175, 0.7540, 0.7756, 0.5689, 0.4329, 0.4199, 0.4196, 0.3806, 0.4051, 0.4120, 0.4066, 0.4686, 0.3077, 0.7466, 0.7139, 0.6764, 0.7070, 0.4541, 0.4128, 0.4098, 0.4384, 0.4412, 0.7443, 0.7789, -0.8543, 0.4227, -0.4019, 0.3343, 0.1669, -0.2370, -1.2293, -0.2263, 0.4363, -1.5923, 0.4931, -0.0339, 0.4461, -0.2262, 0.4993, 0.3051, 0.3271, 0.2218, 0.4717, 0.2816, -0.0355, 0.1814, 0.3386, 0.4829, 0.3011, -0.0491, -1.0880, -0.1436, 0.1107, -0.1740, -1.0114, 0.3663, 0.3977, 0.4592, 0.3877, 0.4032, -0.0894, -0.1558, 0.5294, -0.3197, 0.4465, 0.3841],
  "e_homo_ev": -11.54,
  "lumo_ev": -5.65,
  "spin_multiplicity": 1,
  "charge": 2
}

{
  "formula": "C22H17Cl2FI2O3",
  "method": "ωB97M-V/def2-TZVPD",
  "symbols": ["C", "C", "I", "C", "I", "C", "C", "C", "C", "C", "C", "C", "C", "C", "Cl", "C", "O", "C", "C", "Cl", "C", "C", "C", "C", "O", "F", "C", "C", "C", "O", "H", "H", "H", "H", "H", "H", "H", "H", "H", "H", "H", "H", "H", "H", "H", "H", "H"],
  "coordinates": [[4.7455, 2.7591, -0.4226], [3.3814, 3.4637, -0.5602], [2.5408, 3.2003, -2.5517], [2.3305, 3.1860, 0.5900], [3.2212, 2.3625, 2.4065], [1.0679, 2.4346, 0.2038], [-0.1169, 3.1634, 0.2277], [-1.3487, 2.6283, -0.0537], [-1.4480, 1.2920, -0.3766], [-0.2773, 0.5336, -0.4498], [0.9746, 1.0798, -0.1686], [2.1951, 0.1650, -0.2321], [2.7088, -0.1927, -1.6677], [3.1095, -1.6721, -1.8119], [4.6222, -1.8269, -2.8054], [-0.4800, -0.9129, -0.8414], [0.2010, -1.5224, -1.6308], [-1.6939, -1.5754, -0.1881], [-1.6530, -2.8640, 0.3042], [-0.1753, -3.8040, 0.2196], [-2.7878, -3.4045, 0.8837], [-3.9361, -2.6362, 0.9432], [-5.1484, -3.2807, 1.6239], [-4.9291, -3.2417, 3.1361], [-4.8073, -2.2094, 3.7346], [-4.8359, -4.4069, 3.8332], [-3.9909, -1.3471, 0.4514], [-2.8539, -0.8125, -0.1174], [-2.7746, 0.6086, -0.6527], [-3.6823, 1.1373, -1.2543], [5.3257, 3.2121, 0.3915], [4.6857, 1.6732, -0.3225], [5.3106, 3.0011, -1.3364], [3.6031, 4.5360, -0.5230], [1.9973, 4.1786, 0.9101], [-0.0559, 4.2206, 0.4928], [-2.2455, 3.2440, -0.0218], [1.8872, -0.7903, 0.2280], [3.0484, 0.5135, 0.3525], [1.9799, 0.1311, -2.4145], [3.6273, 0.3874, -1.8295], [2.3633, -2.2716, -2.3359], [3.2712, -2.1358, -0.8310], [-2.7670, -4.4082, 1.3069], [-5.2142, -4.3032, 1.2325], [-6.0815, -2.7491, 1.4135], [-4.8947, -0.7442, 0.5138]],
  "mulliken_charge": [-1.4490, -0.1366, 0.0640, -1.2401, 0.1046, 0.0947, -1.1805, -1.4805, 0.7912, 0.6563, 1.1913, -0.5231, -0.8212, -0.5388, -0.2418, -0.4133, -0.4669, 0.2194, 0.0901, -0.2190, -0.3450, 1.0338, -1.3561, 0.7078, -0.4691, -0.2461, -0.9510, 0.5836, -0.2794, -0.5399, 0.4150, 0.3574, 0.3928, 0.5596, 0.6564, 0.3607, 0.4595, 0.5255, 0.3459, 0.4174, 0.5110, 0.2852, 0.3396, 0.4967, 0.3822, 0.4232, 0.4326],
  "e_homo_ev": -9.29,
  "lumo_ev": -0.96,
  "spin_multiplicity": 1
}